Entry 1:
{
  "formula": "C3H5N3O",
  "method": "wB97M-V/def2-TZVPD",
  "species": ["N", "H", "H", "H", "C", "N", "N", "C", "H", "C", "H", "O"],
  "positions_angstrom": [[1.75988, 0.33551, -0.28281], [2.40012, 1.04626, -0.64747], [3.19096, -0.58312, 0.73771], [-2.35589, -0.86367, 0.70033], [-1.79713, -0.26308, -0.03721], [0.47831, 0.52487, -0.66392], [0.23296, -1.24666, 0.83844], [2.07075, -0.62528, 0.53042], [-2.08484, -0.60407, -1.04032], [-0.24585, -0.37696, 0.02661], [-1.52975, 1.58122, -0.36922], [-2.11952, 1.07497, 0.20744]],
  "forces_ev_per_angstrom": [[-0.80, -0.15, -0.02], [-0.17, -0.55, 0.12], [-1.69, -1.04, 0.49], [0.78, 0.07, -0.24], [0.64, -0.27, -0.27], [-0.37, 0.27, 0.00], [4.77, 0.63, -0.06], [-1.98, 0.23, -0.10], [-0.15, 0.13, 0.04], [-0.73, 0.10, 0.23], [-0.15, 0.21, 0.16], [-0.15, 0.38, -0.35]],
  "energy_ha": -356.67736,
  "gap_ev": 9.615,
  "de_lowest_ev": 4.8986,
  "e_homo_ev": -9.212
}

Entry 2:
{
  "formula": "C3H5N3O",
  "method": "wB97M-V/def2-TZVPD",
  "species": ["H", "N", "N", "N", "H", "O", "H", "C", "H", "H", "C", "C"],
  "positions_angstrom": [[0.31857, 1.77544, 1.19033], [0.09181, 1.09383, 0.45038], [0.94673, -0.31761, -1.38938], [-1.59023, -0.16691, 1.55200], [0.23124, -0.56357, -3.17622], [1.93577, -0.43331, 0.73661], [1.91224, -0.54810, -1.67206], [-0.12443, -0.32956, -2.14426], [-1.89394, 0.58346, 2.17899], [-2.12871, -1.02567, 1.57363], [-0.66038, -0.00146, 0.62099], [0.96135, -0.06653, 0.07899]],
  "forces_ev_per_angstrom": [[-0.12, -0.31, -0.30], [0.10, -0.75, 0.33], [0.00, -0.11, 0.22], [-0.03, 0.14, -0.19], [-0.08, 0.09, 0.36], [-1.00, 0.31, -0.63], [-0.57, 0.10, 0.03], [0.80, -0.07, 0.05], [0.20, -0.31, -0.36], [0.28, 0.31, -0.03], [-0.01, 0.36, 0.66], [0.43, 0.23, -0.13]],
  "energy_ha": -356.66520,
  "gap_ev": 8.810,
  "de_lowest_ev": 5.2293,
  "e_homo_ev": -8.221
}

Entry 3:
{
  "formula": "C3H5N3O",
  "method": "wB97M-V/def2-TZVPD",
  "species": ["H", "N", "H", "H", "N", "C", "N", "H", "H", "C", "C", "O"],
  "positions_angstrom": [[0.88116, -0.62255, -2.35688], [-0.37500, -0.35176, 2.94873], [-1.30221, -1.30168, -0.53213], [-0.30890, -0.25299, 3.97779], [0.90660, 0.96731, -0.06077], [0.15512, 0.15899, 1.99188], [0.14556, 0.08484, -0.56418], [-0.87166, -0.07111, -2.19473], [0.35997, 1.03496, -2.53912], [0.16654, 0.09369, -2.07252], [-0.53101, -0.77250, 0.04085], [0.77385, 1.03280, 1.36109]],
  "forces_ev_per_angstrom": [[0.40, -1.09, -0.66], [0.37, 0.23, 1.69], [0.49, -0.06, 0.42], [0.30, 0.23, -1.33], [3.00, 3.20, -0.67], [-3.03, -3.08, -1.74], [-0.37, -0.47, -2.23], [-0.74, -0.92, -1.19], [0.53, 0.83, 0.32], [-0.57, 0.97, 1.60], [-1.05, -0.48, 3.37], [0.67, 0.66, 0.43]],
  "energy_ha": -356.55258,
  "gap_ev": 8.475,
  "de_lowest_ev": 8.2938,
  "e_homo_ev": -7.643
}

Entry 4:
{
  "formula": "C3H5N3O",
  "method": "wB97M-V/def2-TZVPD",
  "species": ["N", "N", "C", "H", "C", "C", "H", "O", "H", "N", "H", "H"],
  "positions_angstrom": [[-1.83192, -0.44791, 0.46067], [0.04737, -1.84750, 0.17719], [1.65938, -0.35497, -0.09923], [-0.58694, 2.05443, -0.07338], [0.52295, 0.37026, 0.03817], [-0.47355, -0.64740, 0.21366], [-2.32739, -1.33054, 0.51541], [1.40426, -1.66746, 0.00818], [2.69110, -0.07213, -0.24324], [0.37969, 1.77490, 0.01193], [-2.27633, 0.14596, -0.22699], [0.75153, 2.20583, 0.84993]],
  "forces_ev_per_angstrom": [[0.02, -0.06, -0.10], [-0.30, 0.28, 0.04], [-0.10, 0.13, 0.04], [-0.01, 0.00, 0.00], [0.14, -0.28, -0.03], [0.12, -0.14, -0.04], [0.08, 0.08, 0.01], [0.16, 0.09, -0.01], [-0.09, -0.04, -0.01], [-0.05, -0.05, 0.12], [0.02, 0.01, 0.05], [-0.01, -0.02, -0.08]],
  "energy_ha": -356.77661,
  "gap_ev": 9.659,
  "de_lowest_ev": 2.1977,
  "smiles": "Nc1conc1N",
  "e_homo_ev": -8.860
}

Entry 5:
{
  "formula": "C3H5N3O",
  "method": "wB97M-V/def2-TZVPD",
  "species": ["H", "H", "C", "H", "H", "N", "H", "O", "C", "N", "C", "N"],
  "positions_angstrom": [[2.44356, 0.75736, -0.54946], [2.34221, -0.88762, -0.40446], [0.65594, 0.11473, 0.07293], [0.07444, 2.19711, -0.25711], [0.17444, -1.98133, 0.16957], [-0.13830, -1.02509, 0.19609], [-2.06601, 1.04504, 0.84924], [-2.39513, -1.44092, -0.18095], [-1.47166, -0.68309, 0.01485], [2.03858, -0.00292, -0.01903], [-0.15506, 1.18466, 0.03858], [-1.50303, 0.72208, 0.06974]],
  "forces_ev_per_angstrom": [[0.05, -0.05, 0.16], [-0.04, 0.10, -0.02], [-0.11, 0.13, -0.04], [0.03, -0.07, 0.29], [0.00, 0.09, -0.11], [0.02, -0.11, -0.28], [-0.27, 0.15, -0.39], [0.21, 0.18, 0.49], [-0.17, -0.24, 0.06], [0.02, -0.03, -0.12], [0.30, -0.01, -0.02], [-0.04, -0.14, -0.02]],
  "energy_ha": -356.83454,
  "gap_ev": 8.577,
  "de_lowest_ev": 0.6213,
  "smiles": "Nc1c[nH]c(=O)[nH]1",
  "e_homo_ev": -7.867
}

Entry 6:
{
  "formula": "C3H5N3O",
  "method": "wB97M-V/def2-TZVPD",
  "species": ["C", "H", "H", "H", "C", "H", "N", "N", "N", "H", "C", "O"],
  "positions_angstrom": [[-0.83569, 1.10503, -0.01682], [-0.43809, -1.80392, -0.53347], [3.16070, -0.65310, -0.40091], [1.18094, -0.48097, 2.02359], [1.90194, 0.01929, 0.21532], [1.84185, 1.78454, -0.00171], [-0.13055, -1.02322, -0.01483], [-2.49331, -0.68561, -0.08184], [-0.60078, 2.20499, -0.20168], [-3.19902, 0.12635, -0.35709], [-1.22681, -0.23345, 0.11385], [0.83883, -0.35992, -0.74441]],
  "forces_ev_per_angstrom": [[-0.74, 1.59, 0.30], [0.16, -1.56, -0.57], [-3.56, 2.11, 2.28], [1.55, 0.87, -3.43], [0.97, 1.27, -1.75], [0.50, -4.26, 0.77], [-0.42, -1.34, 0.75], [2.51, 2.81, -0.08], [0.21, 1.10, 0.00], [2.14, -1.82, 1.50], [-5.61, -0.97, -2.23], [2.29, 0.20, 2.45]],
  "energy_ha": -356.37340,
  "gap_ev": 8.524,
  "de_lowest_ev": 13.1696,
  "e_homo_ev": -10.001
}

Entry 7:
{
  "formula": "C3H5N3O",
  "method": "wB97M-V/def2-TZVPD",
  "species": ["O", "N", "N", "H", "H", "C", "H", "N", "H", "H", "C", "C"],
  "positions_angstrom": [[2.00950, -1.39959, 0.44476], [-1.11226, -1.28058, -0.12555], [-0.39272, -0.17908, -0.69125], [-2.96073, -0.50463, 0.89258], [-1.43103, -1.97891, -0.78795], [-1.19871, 0.68599, 0.04969], [-1.12928, 1.74775, 0.16069], [2.07765, 0.87601, -0.09647], [3.01559, 1.15551, 0.17871], [1.47273, 1.56235, -0.51253], [-2.01035, -0.33522, 0.43027], [1.65962, -0.34959, 0.05705]],
  "forces_ev_per_angstrom": [[0.13, 0.71, -0.20], [0.13, -0.32, 0.32], [3.63, -0.55, 0.01], [-0.22, -0.03, 0.11], [-0.04, 0.21, -0.19], [-0.94, -0.32, 0.46], [0.07, 0.24, 0.06], [0.78, 0.87, 0.00], [-0.21, -0.21, -0.07], [-0.08, -0.17, 0.00], [0.20, 0.54, 0.10], [-3.46, -0.97, -0.60]],
  "energy_ha": -356.66476,
  "gap_ev": [7.807, 7.803],
  "de_lowest_ev": 5.2414,
  "e_homo_ev": [-7.424, -7.421]
}

Entry 8:
{
  "formula": "C3H5N3O",
  "method": "wB97M-V/def2-TZVPD",
  "species": ["C", "H", "N", "C", "H", "C", "N", "H", "O", "H", "N", "H"],
  "positions_angstrom": [[0.27211, 0.30720, 1.22549], [2.37668, 0.01146, 0.68836], [1.40990, 0.00024, 0.40196], [-0.73334, 0.30512, 0.22648], [-2.76151, 0.06844, 0.17089], [0.98222, -0.23128, -0.83705], [-0.32467, -0.09997, -1.00811], [1.32155, -0.74752, -2.59115], [1.84201, -0.57662, -1.79320], [-0.21800, -0.66469, 1.52662], [-2.02003, 0.65400, 0.51893], [-2.14690, 0.97361, 1.47078]],
  "forces_ev_per_angstrom": [[-0.46, -0.41, -0.30], [-0.22, -0.10, -0.06], [0.02, -0.43, -0.19], [-0.31, 0.45, -0.42], [-0.02, 0.08, -0.22], [0.09, -0.01, 0.18], [0.14, 0.42, -0.11], [0.07, 0.11, 0.01], [-0.17, 0.02, -0.13], [0.85, 0.23, 1.42], [-0.05, -0.24, -0.02], [0.07, -0.12, -0.17]],
  "energy_ha": -356.78257,
  "gap_ev": 8.839,
  "de_lowest_ev": 2.0355,
  "smiles": "Nc1c[nH]c(O)n1",
  "e_homo_ev": -8.084
}